This record from OMol25 describes one molecule with the formula C4H12N3 at a distorted geometry. The level of theory is wB97M-V/def2-TZVPD.

XYZ file:
```
19
Properties=species:S:1:pos:R:3
C 1.52911 0.79889 -0.55904
C 0.31709 0.22557 -1.36453
C -0.67120 -0.43775 -0.41080
C -0.83121 -1.74773 -0.41096
N -1.36559 -2.25205 0.83134
N -1.27664 0.45229 0.64512
N 1.04212 1.77223 0.54760
H 1.92430 0.02041 0.02005
H 2.36357 1.16945 -1.04086
H 0.72094 -0.53451 -2.10821
H -0.15851 1.14137 -1.88491
H -0.26872 -2.37423 -1.08220
H -0.75871 -1.80762 1.50988
H -1.32714 -3.27031 0.93542
H -2.09876 0.97969 0.42677
H -1.51667 0.03238 1.51445
H 0.94438 2.77029 0.28398
H 1.74749 1.81863 1.30525
H -0.31583 1.24301 0.84166
```

As for the expectation value of S²: 0.7515. As for the total energy: -323.6890 Ha. The charge is 0. As for the gap between HOMO and LUMO (alpha / beta): 3.8 / 9.2 eV. The calculation puts the HOMO energy (alpha / beta) at -2.71 / -8.55 eV. Its relative energy (zero: lowest compared OMol25 entry of this formula, charge and spin) is 3.0257 eV. The spin multiplicity is 2. For the LUMO energy (alpha / beta), the calculation gives 1.110 / 0.704 eV.

---

This record from OMol25 describes an isolated ion of composition C4H12N3 and charge +1 at a distorted geometry. The level of theory is wB97M-V/def2-TZVPD.

XYZ file:
```
19
Properties=species:S:1:pos:R:3
C -1.92445 -1.57945 0.46730
N -1.11935 -0.62581 0.34315
C -0.01101 -0.30011 -0.42326
C 1.08795 -0.74040 0.85585
N 0.21737 -0.87080 -1.65271
N 0.24803 1.34722 -0.64509
C 0.21033 2.03413 0.64743
H -2.63598 -1.65707 1.22272
H -1.90140 -2.41835 -0.26330
H 1.16615 -1.89450 0.84993
H 2.13154 -0.27827 0.65846
H 0.78436 -0.33708 1.81664
H -0.47346 -0.79924 -2.40315
H 0.92925 -1.45105 -1.88575
H -0.38987 1.68731 -1.35920
H 1.15619 1.28508 -1.05610
H 1.15599 1.96798 1.27561
H 0.07928 3.04868 0.37915
H -0.71091 1.58174 1.17233
```

As for the total energy: -323.5436 Ha. The charge is +1. As for the gap between HOMO and LUMO: 10.4 eV. The calculation puts the HOMO energy at -13.47 eV. The SMILES is C=N[C@@](C)(N)[NH2+]C. Its relative energy (zero: lowest compared OMol25 entry of this formula, charge and spin) is 3.6636 eV. The spin multiplicity is 1. For the LUMO energy, the calculation gives -3.118 eV.

---

This record from OMol25 describes C4H12N3 as an isolated structure at a distorted geometry. The level of theory is wB97M-V/def2-TZVPD.

XYZ file:
```
19
Properties=species:S:1:pos:R:3
C 0.53904 -3.31289 -2.23450
C 2.09443 1.04995 0.30941
C -0.46314 -0.23394 2.06003
C 0.61061 0.73920 0.34293
N 0.24562 -2.23382 -1.99677
N 0.38994 -0.38268 1.17049
N 0.04227 0.29243 -1.05217
H 0.59733 -4.30783 -2.47195
H -4.53625 1.75863 0.96631
H 2.47735 1.03829 1.43206
H 2.38704 1.98755 -0.18015
H 2.75079 0.24381 -0.11435
H -0.65090 -1.02859 2.70687
H -5.03589 1.67005 0.33307
H -0.99839 0.70921 2.06714
H 0.00082 1.60793 0.67989
H -0.98078 0.46428 -1.06894
H 0.39721 0.76710 -1.95143
H 0.13292 -0.82867 -0.99795
```

As for the total energy: -323.5289 Ha. The charge is +1. As for the gap between HOMO and LUMO: 11.5 eV. The calculation puts the HOMO energy at -14.45 eV. Its relative energy (zero: lowest compared OMol25 entry of this formula, charge and spin) is 4.0650 eV. The spin multiplicity is 1. For the LUMO energy, the calculation gives -2.937 eV.

---

This record from OMol25 describes an isolated ion of composition C4H12N3 and charge +1 at a distorted geometry. The level of theory is wB97M-V/def2-TZVPD.

XYZ file:
```
19
Properties=species:S:1:pos:R:3
C -2.40162 -0.85043 0.05321
C -1.21412 0.05339 0.06245
N -1.40655 1.29537 -0.31060
N -0.06160 -0.45406 0.45060
C 1.29919 -0.01153 0.49980
C 2.15527 -0.77476 -0.50264
N 1.08685 1.34869 0.21349
H -3.25899 -0.35591 0.50579
H -2.67308 -1.08885 -0.97614
H -2.22219 -1.78330 0.57896
H -2.32450 1.59324 -0.60158
H -0.60045 1.91931 -0.28533
H -0.15004 -1.43957 0.69811
H 1.67427 -0.19338 1.51782
H 1.76435 -0.66209 -1.51080
H 2.18941 -1.83112 -0.25086
H 3.17273 -0.39021 -0.47863
H 1.38511 1.97253 0.95714
H 1.58596 1.65266 -0.62082
```

As for the total energy: -323.6614 Ha. The charge is +1. As for the gap between HOMO and LUMO: 11.7 eV. The calculation puts the HOMO energy at -14.51 eV. The SMILES is CC(=[NH2+])N[C@@H](C)N. Its relative energy (zero: lowest compared OMol25 entry of this formula, charge and spin) is 0.4594 eV. The spin multiplicity is 1. For the LUMO energy, the calculation gives -2.772 eV.

---

This record from OMol25 describes an isolated ion of composition C4H12N3 and charge +1 at a distorted geometry. The level of theory is wB97M-V/def2-TZVPD.

XYZ file:
```
19
Properties=species:S:1:pos:R:3
N -1.45802 0.28226 -2.80296
C -0.41558 0.47564 -1.79536
C -0.94949 0.27031 -0.38633
C 0.06870 0.17279 0.71580
N -0.45463 0.10390 2.05719
C 1.34891 -0.09984 0.53106
N 2.08469 -0.59292 1.71100
H -2.34684 0.58989 -2.43888
H -1.53432 -0.62700 -3.22442
H 0.30968 -0.31438 -2.01201
H 0.00525 1.46639 -1.94957
H -1.53937 -0.64393 -0.31315
H -1.63916 1.07971 -0.12071
H -0.92732 -0.77023 2.23710
H -0.98265 0.95405 2.19301
H 1.81848 -0.19043 -0.43230
H 2.87901 -0.01393 1.98090
H 1.35021 -0.58085 2.44521
H 2.38246 -1.56144 1.60443
```

As for the total energy: -323.6010 Ha. The charge is +1. As for the gap between HOMO and LUMO: 8.8 eV. The calculation puts the HOMO energy at -12.24 eV. The SMILES is NCC/C(N)=C/[NH3+]. Its relative energy (zero: lowest compared OMol25 entry of this formula, charge and spin) is 2.1035 eV. The spin multiplicity is 1. For the LUMO energy, the calculation gives -3.484 eV.

---

This record from OMol25 describes an isolated ion of composition C4H12N3 and charge +1 at a distorted geometry. The level of theory is wB97M-V/def2-TZVPD.

XYZ file:
```
19
Properties=species:S:1:pos:R:3
C 1.92170 0.51008 -0.47384
C 0.71669 0.83712 0.42725
C -0.45831 -0.27120 0.36626
C -1.88263 0.45356 0.44060
N -2.83931 -0.54268 0.36697
N -0.41514 -0.83476 -0.90329
N 2.76424 -0.58823 0.11699
H 2.48089 1.42429 -0.66717
H 1.53487 0.11531 -1.44028
H 0.16686 1.79006 0.12177
H 1.20631 1.01715 1.38016
H -1.96548 1.24159 1.23041
H -3.80028 -0.36527 0.31718
H -2.49931 -1.11134 -0.46260
H -0.52636 -0.93305 1.27574
H -0.53946 -1.84167 -0.78003
H -1.91211 1.08221 -0.51166
H 3.62146 -0.52033 -0.40467
H 2.42538 -1.46283 -0.39981
```

As for the total energy: -323.4110 Ha. The charge is +1. As for the gap between HOMO and LUMO: 5.1 eV. The calculation puts the HOMO energy at -13.74 eV. Its relative energy (zero: lowest compared OMol25 entry of this formula, charge and spin) is 7.2732 eV. The spin multiplicity is 1. For the LUMO energy, the calculation gives -8.650 eV.

---

This record from OMol25 describes a 2-piece molecular cluster, C4H12N3O overall. The level of theory is wB97M-V/def2-TZVPD.

XYZ file:
```
20
Properties=species:S:1:pos:R:3
O 1.84026 3.33361 1.22361
C 0.96720 2.90858 1.92139
C 0.06109 1.77533 1.48471
N 0.22527 1.56079 0.01864
H 0.74816 3.33252 2.91600
H 0.33106 0.85576 2.00266
H -0.96883 2.01200 1.73389
H 0.05192 0.48655 -0.24750
H -0.44779 2.13268 -0.47967
H 1.14092 1.92328 -0.27513
C -0.34529 -1.96364 0.35523
N -0.45771 -2.62244 -2.34912
C -0.20340 -1.37206 -1.91239
N -0.12060 -0.99017 -0.69246
H -1.31497 -2.47547 0.26354
H -0.41964 -1.47272 1.32030
H 0.41057 -2.74993 0.37874
H -0.72279 -2.74299 -3.30824
H -0.78120 -3.30069 -1.67635
H 0.00575 -0.63097 -2.67786
```

As for the total energy: -398.8765 Ha. The charge is +1. As for the gap between HOMO and LUMO: 10.6 eV. The calculation puts the HOMO energy at -13.48 eV. Its relative energy (zero: lowest compared OMol25 entry of this formula, charge and spin) is 1.1099 eV. The spin multiplicity is 1. For the LUMO energy, the calculation gives -2.918 eV.

---

This record from OMol25 describes a 2-piece molecular cluster, C4H12N3O overall at a distorted geometry. The level of theory is wB97M-V/def2-TZVPD.

XYZ file:
```
20
Properties=species:S:1:pos:R:3
C 1.91332 0.22921 -0.11508
C 3.30707 -0.36375 0.12518
C -2.88668 -1.25247 -0.04046
C -1.62693 0.79547 0.16279
N 1.84916 1.55985 -0.16255
N -2.79160 0.21749 -0.08133
N 0.80316 -0.42846 -0.02181
O -1.56987 2.06518 0.10223
H 3.71704 -0.01642 1.03335
H 3.16203 -1.46750 0.39023
H 3.96863 -0.03350 -0.55062
H -2.84579 -1.71822 -0.94361
H -2.03491 -1.75566 0.34776
H -3.69795 -1.65914 0.58605
H -0.41442 0.28686 0.10685
H 2.63432 1.99105 -0.54710
H 0.97996 2.04992 0.15129
H -3.69777 0.54227 -0.36666
H 0.74558 -1.43245 0.03208
H -2.40734 2.63064 0.07488
```

As for the total energy: -398.8176 Ha. The charge is +1. As for the gap between HOMO and LUMO: 10.7 eV. The calculation puts the HOMO energy at -13.50 eV. Its relative energy (zero: lowest compared OMol25 entry of this formula, charge and spin) is 2.7121 eV. The spin multiplicity is 1. For the LUMO energy, the calculation gives -2.815 eV.

---

This record from OMol25 describes one molecule with the formula C4H12N4 at a distorted geometry. The level of theory is wB97M-V/def2-TZVPD.

XYZ file:
```
20
Properties=species:S:1:pos:R:3
C -0.40746 -0.30840 2.33383
C 0.09014 -0.30573 0.90344
N 0.04989 0.99281 0.24080
C 1.29827 1.67457 0.01889
C -0.68579 0.33637 -0.91477
N 0.06862 0.08318 -2.11119
N -0.87732 -0.84151 -0.06965
N -0.63871 -2.13019 -0.55422
H -1.34256 0.24078 2.39094
H 0.32590 0.16615 2.98110
H -0.56693 -1.33173 2.66354
H 1.06499 -0.82063 0.82518
H 1.70523 1.96580 0.98843
H 2.04935 1.05380 -0.49474
H 1.11418 2.57332 -0.57050
H -1.61631 0.90287 -1.08892
H -0.48109 -0.38407 -2.82286
H 0.44204 0.94404 -2.49021
H -0.10800 -2.17255 -1.43106
H -1.48441 -2.63888 -0.79803
```

As for the total energy: -378.5593 Ha. The charge is 0. As for the gap between HOMO and LUMO: 9.7 eV. The calculation puts the HOMO energy at -8.74 eV. The SMILES is C[C@@H]1N(C)[C@@H](N)N1N. Its relative energy (zero: lowest compared OMol25 entry of this formula, charge and spin) is 2.1475 eV. The spin multiplicity is 1. For the LUMO energy, the calculation gives 0.928 eV.

---

This record from OMol25 describes a 2-piece molecular cluster, C4H12N4O overall at a distorted geometry. The level of theory is wB97M-V/def2-TZVPD.

XYZ file:
```
21
Properties=species:S:1:pos:R:3
H -3.02068 1.85167 0.47512
N -2.79060 0.90490 0.17720
C -1.56965 0.84603 -0.20081
N -0.72043 1.91235 -0.22202
O -1.18290 -0.22835 -1.08508
C -0.22806 -0.08930 -2.13189
H -0.97950 2.64466 0.42483
H 0.23037 1.61759 0.01283
H -0.70944 -0.31019 -3.08955
H 0.26539 0.88478 -2.18676
H 0.54507 -0.85543 -1.99114
H 2.37658 0.65164 0.96066
N 1.40549 0.62199 1.29049
C 0.91369 -0.55837 1.12117
C 1.73262 -1.69523 0.57891
N -0.40043 -0.76806 1.49735
H 2.18622 -1.38200 -0.36560
H 2.54508 -1.92581 1.27342
H 1.11839 -2.57574 0.38303
H -0.82278 -0.01673 2.03545
H -0.89441 -1.53037 1.04237
```

As for the total energy: -453.8425 Ha. The charge is 0. As for the gap between HOMO and LUMO: 9.8 eV. The calculation puts the HOMO energy at -8.93 eV. The SMILES is [H]/N=C(\N)OC.[H]/N=C(\C)N. Its relative energy (zero: lowest compared OMol25 entry of this formula, charge and spin) is 1.6254 eV. The spin multiplicity is 1. For the LUMO energy, the calculation gives 0.827 eV.

---

This record from OMol25 describes a 4-piece molecular cluster, C4H12N4O8 overall at a distorted geometry. The level of theory is wB97M-V/def2-TZVPD.

XYZ file:
```
28
Properties=species:S:1:pos:R:3
C 12.51247 42.34101 11.63520
N 12.03219 41.08878 12.29537
O 11.91465 40.10742 11.60494
O 11.81967 41.13399 13.48735
H 13.42729 42.64996 12.12516
H 11.72274 43.08169 11.71843
H 12.63914 42.06445 10.59374
C 11.54227 35.20730 13.31622
N 10.16074 34.97221 12.79528
O 10.07612 34.26630 11.81398
O 9.25093 35.53092 13.34409
H 11.53936 34.88115 14.35075
H 11.91875 36.21470 13.16517
H 12.18976 34.59099 12.69566
C 10.09811 41.66779 16.54086
N 9.14416 40.85467 17.33709
O 8.52118 39.99839 16.72960
O 9.02001 41.09286 18.52450
H 9.99698 41.30771 15.52547
H 11.06503 41.48180 17.00743
H 9.90832 42.72921 16.67018
C 13.77850 38.68087 16.00507
N 12.39688 38.62028 15.49049
O 11.49379 38.88068 16.25231
O 12.27131 38.38962 14.30830
H 14.41456 38.14876 15.30744
H 13.85019 38.40434 17.04900
H 14.05762 39.73478 15.91724
```

As for the total energy: -980.1520 Ha. The charge is 0. As for the gap between HOMO and LUMO: 10.7 eV. The calculation puts the HOMO energy at -10.67 eV. The SMILES is C[N+](=O)[O-].C[N+](=O)[O-].C[N+](=O)[O-].C[N+](=O)[O-]. Its relative energy (zero: lowest compared OMol25 entry of this formula, charge and spin) is 0.6674 eV. The spin multiplicity is 1. For the LUMO energy, the calculation gives -0.007 eV.

---

This record from OMol25 describes an isolated ion of composition C4H12N4P and charge +1 at a distorted geometry. The level of theory is wB97M-V/def2-TZVPD.

XYZ file:
```
21
Properties=species:S:1:pos:R:3
C -2.09540 -0.25772 0.08209
C -1.66576 1.06981 -0.16612
C -0.54807 1.45811 0.85619
C 0.75694 -0.56105 -0.12721
N -2.85127 -1.09885 0.43863
N 1.36244 -1.08429 -1.20552
N 0.99430 1.59375 -1.46658
N 1.15150 -1.60012 1.18577
P 1.18967 1.13626 0.19224
H -1.19187 1.15387 -1.17214
H -2.41752 1.81675 0.06751
H -0.70397 2.43227 1.17408
H -0.65588 0.72624 1.65599
H -2.99513 -2.10979 0.72768
H 0.99144 -1.73985 -1.82228
H 2.40558 -1.33363 -1.07377
H 1.10017 2.58737 -1.67359
H 1.44407 1.11276 -2.24057
H 0.67069 -1.26138 2.04115
H 2.03780 -1.45529 1.37527
H 1.02028 -2.58522 1.15116
```

As for the total energy: -719.5868 Ha. The charge is +1. As for the gap between HOMO and LUMO: 7.0 eV. The calculation puts the HOMO energy at -10.57 eV. Its relative energy (zero: lowest compared OMol25 entry of this formula, charge and spin) is 4.2830 eV. The spin multiplicity is 1. For the LUMO energy, the calculation gives -3.582 eV.